A molecular structure, C29H46P2SZr, computed with the ωB97M-V functional and the def2-TZVPD basis.

- highest occupied orbital energy (eV) = -12.641
- relative energy (zero: lowest compared OMol25 entry of this formula, charge and spin) (kcal/mol) = 80.79
- charge = +2
- Kohn-Sham gap (eV) = 6.1022
- LUMO energy (eV) = -6.54

Last column: Mulliken charge in e.
Cartesian coordinates (Å):
Zr1 -0.173 0.196 0.180  -2.840
C1 2.596 -0.429 -0.389  1.199
C2 2.210 0.816 0.249  0.512
C3 2.157 -0.909 1.817  0.628
C4 2.489 -1.475 0.563  0.664
C5 1.945 0.494 1.644  1.660
C6 3.364 -0.562 -1.648  -2.385
H1 3.672 0.406 -2.045  0.504
H2 2.785 -1.082 -2.421  0.412
H3 4.281 -1.152 -1.496  0.498
C7 2.882 -2.886 0.350  -1.543
H4 3.310 -3.033 -0.646  0.440
H5 2.019 -3.559 0.444  -0.060
H6 3.630 -3.207 1.089  0.383
C8 2.259 -1.599 3.120  -1.414
H7 3.041 -2.365 3.086  0.317
H8 1.327 -2.096 3.403  -0.001
H9 2.516 -0.901 3.923  0.463
C9 1.998 1.471 2.763  -2.066
H10 2.949 1.378 3.311  0.391
H11 1.181 1.287 3.479  0.478
H12 1.917 2.504 2.417  0.304
C10 2.653 2.161 -0.220  -1.957
H13 3.738 2.274 -0.084  0.405
H14 2.178 2.970 0.336  0.439
H15 2.439 2.321 -1.285  0.348
C11 -2.161 0.028 -1.821  -0.011
C12 -1.877 0.985 -3.013  -0.330
C13 -1.751 2.507 -2.858  -1.129
C14 -1.562 3.119 -1.470  -1.487
C15 -0.635 2.279 -0.510  2.581
C16 -1.372 1.861 0.795  -0.767
C17 -2.651 1.025 0.646  -0.554
C18 -3.137 0.622 -0.745  -1.904
H16 -2.666 2.959 -3.268  0.538
H17 -2.523 3.301 -0.979  0.432
H18 -0.963 2.864 -3.540  0.276
H19 -3.666 1.475 -1.185  0.419
H20 -2.797 -0.786 -2.228  0.795
H21 -2.569 0.781 -3.844  0.715
H22 -3.925 -0.145 -0.605  0.580
H23 -2.576 0.098 1.261  0.289
H24 -1.644 2.827 1.254  0.999
H25 -3.446 1.568 1.180  0.446
H26 -1.067 4.098 -1.593  0.480
H27 0.191 2.938 -0.213  1.102
P1 -0.411 0.020 -3.492  0.812
C19 -0.628 -1.277 -4.674  -1.220
C20 1.029 1.035 -3.682  -0.540
P2 -1.061 2.034 3.168  0.564
C21 -0.728 -0.594 -1.769  0.080
C22 -0.884 3.819 3.478  -1.250
C23 -2.732 1.778 3.843  -1.243
H28 -0.745 -2.235 -4.146  0.367
H29 0.277 -1.318 -5.305  0.443
H30 -1.497 -1.093 -5.325  0.438
H31 0.814 2.114 -3.631  0.288
H32 1.428 0.821 -4.689  0.524
H33 1.804 0.778 -2.946  -0.436
H34 -3.521 2.131 3.167  0.416
H35 -2.760 2.331 4.795  0.485
H36 -2.871 0.711 4.070  0.361
H37 -0.717 -1.693 -1.728  1.073
H38 -0.144 1.518 -1.225  -1.423
H39 -0.403 3.892 4.461  0.442
H40 -1.865 4.306 3.496  0.449
H41 -0.234 4.291 2.729  0.392
S1 -1.176 -1.430 1.937  -0.521
C24 -0.934 -3.022 1.299  0.535
C25 -0.217 -3.912 2.129  -0.461
C26 0.248 -5.113 1.614  -0.813
C27 -0.090 -5.497 0.309  -0.536
C28 -0.948 -4.696 -0.460  -0.371
C29 -1.407 -3.473 0.046  -0.688
H42 -0.007 -3.603 3.149  0.601
H43 0.874 -5.748 2.250  0.400
H44 0.295 -6.431 -0.100  0.412
H45 -1.256 -5.030 -1.456  0.431
H46 -2.099 -2.844 -0.517  0.738